Entry 1:
DFT (ωB97M-V with the def2-TZVPD basis set) results for a cluster of 3 separate species, C5H14O2 in total.

Atoms and positions in Å:
C: -1.330887 1.797910 0.402567
C: -1.306931 0.345275 0.919511
C: -0.898683 -0.612919 -0.116129
C: -1.615418 -0.716239 -1.331951
C: 0.069736 -1.624836 0.274715
H: -0.319477 2.172641 0.283578
H: -1.806026 1.853073 -0.570052
H: -1.814904 2.438019 1.134496
H: -0.651981 0.220416 1.774175
H: -2.311687 0.084967 1.289982
H: -1.276995 -1.372586 -2.113379
H: -2.475078 -0.087471 -1.481885
H: -0.334000 -2.043952 1.219281
H: 0.172824 -2.461908 -0.412159
H: 1.041098 -1.229862 0.587413
H: 3.252208 -0.034541 1.672481
H: 3.731837 0.858523 0.515736
O: 3.369536 -0.015972 0.704365
H: 1.058255 -0.100769 -2.198391
H: 1.795681 0.055988 -0.848216
O: 1.650902 0.474245 -1.706128

Atoms 1-2, force components in eV/Å:
C 0.296 -0.094 0.299
C 0.231 0.634 -0.124

Energy relative to the best compared isomer or geometry (same formula, charge and spin) ... 13.7 kcal/mol
Calculated total energy ... -9497.62510 eV
Spin multiplicity ... 2
Kohn-Sham gap (spin up / spin down) ... 10.26 / 6.75 eV
Net charge ... +1

***

Entry 2:
DFT (ωB97M-V with the def2-TZVPD basis set) results for a structure of composition C7H7NO4 in a non-equilibrium geometry.

Atoms and positions in Å:
C: -1.677073 -0.504654 -0.022201
C: -0.221061 -0.351834 -0.016165
C: 0.592059 -1.368895 -0.033708
C: 1.948032 -1.402043 0.026749
C: 2.536347 -0.063314 -0.091680
C: 1.774058 1.053222 0.093186
C: 0.477244 0.937296 -0.013834
H: -3.932363 -0.953020 0.048146
H: -2.248182 1.591902 0.274130
H: 0.075313 -2.318029 0.106050
H: 2.502455 -2.268324 0.227986
H: 4.433329 -0.973960 -0.125103
H: 2.479964 2.042935 0.058151
H: 0.545287 2.594144 -0.022002
N: -2.431776 0.541932 -0.038316
O: -3.808666 0.288663 -0.059598
O: -2.132210 -1.611545 0.057782
O: 3.841060 0.073960 -0.024229
O: -0.326562 2.085441 0.031893

Atoms 1-2, force components in eV/Å:
C 2.871 0.188 0.811
C 0.460 6.243 -0.675

Energy relative to the best compared isomer or geometry (same formula, charge and spin) ... 92.3 kcal/mol
Calculated total energy ... -17047.30838 eV
Kohn-Sham gap ... 8.46 eV

***

Entry 3:
DFT (ωB97M-V with the def2-TZVPD basis set) results for a cluster of 3 separate species, C5H11N2O in total in a non-equilibrium geometry.

Atoms and positions in Å:
C: -0.278373 1.405889 0.005881
C: 0.924822 1.284500 -0.433124
C: 0.403522 -1.899723 0.726752
C: 1.405633 2.364211 -1.375579
C: 1.814486 -2.022706 1.160472
N: -0.646079 -1.701702 0.364004
N: -2.950318 -0.664988 0.055656
O: -1.399545 1.547538 0.395639
H: 1.621020 0.461903 -0.079738
H: 2.116793 3.079360 -1.025079
H: 0.566112 3.087199 -1.566889
H: 1.820335 1.747295 -2.254464
H: 2.435933 -1.959475 0.255797
H: 1.875536 -3.023392 1.593782
H: 2.062233 -1.221673 1.851567
H: -2.643062 0.384289 -0.027854
H: -2.101142 -1.301214 -0.034927
H: -3.597961 -0.761910 -0.664879
H: -3.429941 -0.805408 1.052978

Atoms 1-2, force components in eV/Å:
C -2.209 -0.074 1.240
C 1.723 -0.427 0.702

Energy relative to the best compared isomer or geometry (same formula, charge and spin) ... 59.0 kcal/mol
Calculated total energy ... -10383.04746 eV
Kohn-Sham gap ... 9.76 eV
Net charge ... +1

***

Entry 4:
DFT (ωB97M-V with the def2-TZVPD basis set) results for the ion C6H13N2O with charge +1 in a non-equilibrium geometry.

Atoms and positions in Å:
C: -2.959623 0.028060 -0.001396
N: -1.845758 -0.750177 -0.401139
C: -0.660886 -0.499536 0.422759
C: 0.595789 -1.454641 0.393154
O: 0.727269 -2.576394 0.763648
N: 1.489054 -0.488569 -0.114799
C: 2.921483 -0.623612 -0.369896
C: 0.583675 0.676176 -0.369349
C: 0.809296 1.923096 0.535916
H: -2.727371 1.133772 -0.193270
H: -3.752679 -0.270856 -0.752087
H: -3.248173 -0.223216 1.007171
H: -1.625380 -0.635511 -1.386831
H: -2.287889 -1.699940 -0.271556
H: -0.935899 0.165943 1.315321
H: 3.493221 0.210094 0.231323
H: 3.238298 -1.675798 -0.008661
H: 3.299520 -0.592399 -1.474348
H: 0.522866 0.781305 -1.379985
H: -0.031566 2.576436 0.276001
H: 1.740527 2.346533 0.147170
H: 0.654229 1.649237 1.630851

Atoms 1-2, force components in eV/Å:
C -2.492 3.092 -2.151
N 0.558 -2.932 0.483

SMILES ... C[NH2+][C@H]1C(=O)N(C)[C@@H]1C
Energy relative to the best compared isomer or geometry (same formula, charge and spin) ... 80.3 kcal/mol
Calculated total energy ... -11451.23415 eV
Kohn-Sham gap ... 9.69 eV
Net charge ... +1

***

Entry 5:
DFT (ωB97M-V with the def2-TZVPD basis set) results for an isolated molecule of C3H5O3P in a non-equilibrium geometry.

Atoms and positions in Å:
C: 1.458020 -1.363285 -0.141964
C: 0.947549 -0.330409 0.515567
C: -0.230779 0.452111 0.061230
O: -0.563816 1.383051 1.073970
O: -0.060282 1.021789 -1.126931
P: -2.099372 -0.714877 0.410623
O: -2.916140 -0.348824 -0.733532
H: 2.449845 -1.911128 0.176713
H: 0.749107 -1.750385 -0.956390
H: 1.538418 -0.053078 1.317747
H: -0.283462 2.254616 0.863585
H: -0.989085 1.360416 -1.460613

Atoms 1-2, force components in eV/Å:
C -0.409 -1.778 -0.716
C 0.702 -0.939 -1.784

SMILES ... C=CC(O)(O)P=O
Energy relative to the best compared isomer or geometry (same formula, charge and spin) ... 78.0 kcal/mol
Calculated total energy ... -18620.79722 eV
Kohn-Sham gap ... 7.49 eV

***

Entry 6:
DFT (ωB97M-V with the def2-TZVPD basis set) results for a cluster of 2 separate species, C25H28NO in total in a non-equilibrium geometry.

Atoms and positions in Å:
C: 4.391672 -3.227872 1.371733
C: 3.213014 -3.432076 2.103936
C: 2.169089 -2.512848 2.025789
C: 2.337757 -1.303144 1.316594
C: 1.256400 -0.322212 1.209678
C: -0.078613 -0.770483 1.126994
C: -1.203527 0.026894 1.158867
C: -2.558221 -0.454523 1.261770
C: -3.606013 0.497112 1.359488
C: -4.936243 0.100028 1.442613
C: -5.271460 -1.262428 1.391121
C: -4.250819 -2.218696 1.303390
C: -2.910250 -1.830259 1.233463
C: 1.626085 1.094166 1.232879
C: 0.980498 2.065430 0.440602
C: 1.294324 3.420488 0.581558
C: 2.306609 3.824455 1.463400
C: 2.985376 2.869266 2.232445
C: 2.674208 1.522285 2.089827
C: 3.579247 -1.060361 0.677443
C: 4.564288 -2.041196 0.644655
H: 5.178307 -3.984738 1.370683
H: 3.101548 -4.324166 2.722666
H: 1.225792 -2.699483 2.544440
H: -0.227074 -1.850874 1.049817
H: -1.073612 1.107651 1.210381
H: -3.347624 1.558201 1.348831
H: -5.724826 0.850294 1.526123
H: -6.317758 -1.575086 1.422246
H: -4.507126 -3.280002 1.268542
H: -2.125940 -2.580579 1.126531
H: 0.250460 1.726414 -0.298640
H: 0.747173 4.175977 0.012154
H: 2.568872 4.880420 1.558425
H: 3.764802 3.170527 2.934982
H: 3.240333 0.775614 2.651688
H: 3.744342 -0.102166 0.178519
H: 5.469526 -1.874681 0.058746
C: -1.121513 2.809729 -2.788987
C: -0.885348 1.488590 -3.515325
C: -0.556028 0.257108 -2.689225
C: -0.390656 -0.939890 -3.627730
O: -0.312100 -2.089467 -2.811602
N: -1.489382 -0.076280 -1.664666
H: -1.215189 3.599602 -3.543853
H: -2.054978 2.805651 -2.210050
H: -0.282995 3.076683 -2.132585
H: -1.764179 1.237951 -4.125703
H: -0.040904 1.605580 -4.206969
H: 0.397172 0.420241 -2.154526
H: -1.284237 -1.003008 -4.272370
H: 0.530065 -0.792209 -4.215115
H: -0.129797 -2.849743 -3.386562
H: -2.257393 0.559456 -1.481118
H: -1.673155 -1.067365 -1.528020

Atoms 1-2, force components in eV/Å:
C -0.230 0.316 -0.013
C -0.011 0.016 -0.175

Energy relative to the best compared isomer or geometry (same formula, charge and spin) ... 7.0 kcal/mol
Calculated total energy ... -29909.93631 eV
Kohn-Sham gap ... 6.21 eV
Net charge ... +1